C16H32BrNO8Si2 | wB97M-V/def2-TZVPD

## Properties
highest occupied orbital energy: -9.2351 eV
energy above the lowest of the compared OMol25 structures with the same formula, charge and spin: 2.3 kcal/mol
electronic energy: -4438.713695 Ha
Kohn-Sham gap: 9.67 eV

The geometry in ORCA input format:
```
! wB97M-V def2-TZVPD RIJCOSX def2/J DEFGRID3
* xyz 0 1
C -1.1073 1.7919 -0.7262
C -0.2595 2.9876 -0.2616
C 0.2142 3.9367 -1.3650
Br -1.2682 4.4341 -2.5504
Si 1.6829 3.4403 -2.4387
O 1.6377 1.9021 -2.9793
O 3.0463 3.7378 -1.5501
Si 3.6762 2.7603 -0.3652
C 3.7203 3.6829 1.2797
N 2.8508 4.8771 1.2978
H -2.1681 2.0499 -0.7203
H -0.9660 0.9546 -0.0405
H -0.8366 1.4591 -1.7317
H 0.6152 2.6232 0.2943
H -0.8536 3.5713 0.4524
H 0.5030 4.8948 -0.9192
H 1.7304 4.3191 -3.6137
H 1.3104 1.2015 -2.4023
H 5.0532 2.3810 -0.7429
H 2.8284 1.5557 -0.2391
H 3.4448 2.9545 2.0591
H 4.7511 4.0004 1.4754
H 2.0197 4.7444 0.7320
H 2.5339 5.0742 2.2412
O -2.1242 -1.1144 1.0610
C -3.1895 -1.2306 0.5244
O -3.4206 -0.7574 -0.7222
C -4.7997 -0.9509 -1.0832
C -5.2905 -2.0868 -0.1915
C -4.4467 -1.8820 1.0640
H -5.3333 -0.0165 -0.8972
H -4.8386 -1.1756 -2.1462
H -6.3643 -2.0540 -0.0206
H -5.0474 -3.0470 -0.6484
H -4.9092 -1.1845 1.7654
H -4.1948 -2.7959 1.5960
O 1.5028 -0.5551 -1.5048
C 1.5561 -1.3885 -2.3708
O 2.6218 -1.5023 -3.1838
C 2.3826 -2.5029 -4.1908
C 1.3031 -3.4060 -3.6022
C 0.5152 -2.4232 -2.7390
H 2.0515 -1.9942 -5.0981
H 3.3244 -3.0077 -4.3895
H 0.7111 -3.9075 -4.3645
H 1.7622 -4.1678 -2.9708
H -0.2723 -1.9138 -3.2989
H 0.0786 -2.8522 -1.8407
O -1.3155 -4.3566 3.7644
C -0.6684 -3.4103 4.1116
O -0.5386 -3.0671 5.4192
C 0.2020 -1.8425 5.5436
C 1.0116 -1.7281 4.2562
C 0.0926 -2.4205 3.2538
H -0.5114 -1.0227 5.6543
H 0.8088 -1.9079 6.4438
H 1.2553 -0.6988 4.0016
H 1.9450 -2.2847 4.3556
H -0.6335 -1.7379 2.8079
H 0.6147 -2.9406 2.4549
*
```

Calculated atomic charges, method Löwdin, unit e: C -0.13; C -0.34; C -0.76; Br 0.65; Si 0.29; O -0.15; O -0.35; Si 0.57; C -0.39; N -0.05; H 0.06; H 0.06; H 0.06; H 0.09; H 0.11; H 0.05; H 0.02; H 0.01; H -0.03; H -0.01; H 0.06; H 0.06; H 0.02; H 0.06; O 0.11; C -0.48; O 0.02; C -0.15; C -0.15; C -0.07; H 0.13; H 0.12; H 0.12; H 0.12; H 0.13; H 0.13; O 0.09; C -0.47; O 0.04; C -0.14; C -0.15; C -0.07; H 0.13; H 0.13; H 0.12; H 0.12; H 0.14; H 0.13; O 0.11; C -0.48; O 0.02; C -0.16; C -0.15; C -0.08; H 0.12; H 0.12; H 0.11; H 0.12; H 0.11; H 0.13

C16H24AsF3N3PdS5 | wB97M-V/def2-TZVPD

## Properties
highest occupied orbital energy (alpha / beta): -4.6881 / -4.6887 eV
energy above the lowest of the compared OMol25 structures with the same formula, charge and spin: 38.8 kcal/mol
electronic energy: -5442.635056 Ha
Kohn-Sham gap (alpha / beta): 5.63 / 5.63 eV

The geometry in ORCA input format:
```
! wB97M-V def2-TZVPD RIJCOSX def2/J DEFGRID3
* xyz -1 1
Pd -1.1440 0.7164 -1.2026
S -4.6889 -1.8363 -2.6588
As -3.4213 -0.8857 -1.2365
S -3.4253 1.2927 -1.5441
S -0.9434 -0.9083 -2.9918
S -4.2819 -1.2782 0.7091
F 2.9614 4.7327 -2.6967
C 2.7250 4.3687 -1.4129
F 1.7154 5.1188 -0.9694
F 3.8238 4.7713 -0.7112
C 2.5403 2.8855 -1.2751
C 3.6881 2.1302 -1.1327
C 3.5988 0.7562 -0.9583
C 2.3353 0.2025 -0.9018
N 1.2210 0.8968 -1.0727
C 1.2754 2.2350 -1.3103
S -0.2129 2.9852 -1.6505
H 4.6518 2.6224 -1.1338
H 4.4829 0.1433 -0.8628
H 2.2169 -0.8585 -0.7088
C 0.3719 1.5265 1.8698
C 0.3010 1.4154 3.4177
N -0.9502 0.7825 3.8206
C -2.0791 1.5977 3.3660
C -1.9979 1.8312 1.8353
N -0.8841 1.0457 1.2821
C -1.0561 -0.3743 1.6503
C -1.0279 -0.5345 3.1908
H 1.1872 0.9236 1.4704
H 0.5245 2.5601 1.5507
H 0.3573 2.3981 3.8922
H 1.1242 0.8084 3.8027
H -2.0581 2.5429 3.9148
H -2.9977 1.0714 3.6312
H -1.8143 2.8804 1.5943
H -2.9185 1.5263 1.3375
H -0.2594 -0.9486 1.1665
H -2.0197 -0.7098 1.2798
H -0.1633 -1.1174 3.5197
H -1.9343 -1.0335 3.5392
C -1.0697 -3.9188 -0.9995
C -0.3823 -3.5771 -2.3195
C 0.7402 -4.5764 -2.6077
C 0.1798 -2.1489 -2.2703
H -1.5634 -4.8908 -1.0513
H -1.8306 -3.1769 -0.7489
H -0.3323 -3.9512 -0.1920
H -1.1209 -3.6280 -3.1224
H 1.5421 -4.4616 -1.8727
H 1.1621 -4.4256 -3.6031
H 0.3683 -5.6015 -2.5482
H 0.3720 -1.8546 -1.2371
H 1.1108 -2.0715 -2.8368
*
```

Calculated atomic charges, method Löwdin, unit e: Pd 0.24; S -0.14; As -0.20; S 0.04; S 0.51; S -0.07; F 0.12; C -0.59; F 0.11; F 0.10; C -0.13; C -0.02; C -0.06; C -0.16; N -0.03; C -0.72; S 0.62; H 0.12; H 0.10; H 0.10; C -0.16; C -0.16; N -0.17; C -0.15; C -0.17; N -0.21; C -0.21; C -0.15; H 0.10; H 0.11; H 0.11; H 0.11; H 0.11; H 0.11; H 0.12; H 0.06; H 0.10; H -0.04; H 0.11; H 0.11; C -0.09; C -0.51; C -0.10; C -0.60; H 0.08; H 0.02; H 0.08; H 0.11; H 0.08; H 0.07; H 0.07; H 0.03; H 0.06

C15H8N3O5Yb | wB97M-V/def2-TZVPD

## Properties
highest occupied orbital energy (alpha / beta): -14.8109 / -14.8113 eV
energy above the lowest of the compared OMol25 structures with the same formula, charge and spin: 27.3 kcal/mol
electronic energy: -2274.796282 Ha
Kohn-Sham gap (alpha / beta): 4.94 / 4.94 eV

The geometry in ORCA input format:
```
! wB97M-V def2-TZVPD RIJCOSX def2/J DEFGRID3
* xyz 2 2
O 1.9135 1.9008 -5.0817
C 1.1924 1.7613 -4.1597
Yb 0.2263 0.3881 0.2319
O -1.3045 2.0529 -2.1936
C -0.8889 1.3399 -1.3817
C -1.6357 -0.0285 1.3345
O -2.4258 0.0502 2.1818
C 1.2602 -1.3968 0.9735
O 1.9841 -2.0877 1.5545
C -0.7303 -1.5709 -1.0943
O -1.0394 -2.4294 -1.7702
H 1.4206 -0.0520 -1.2859
N 0.6305 5.3339 10.1359
C 0.7613 4.9160 9.0223
C 0.9255 4.3733 7.7095
C 0.1988 4.8821 6.6171
C 0.2979 4.2920 5.3413
C 1.1414 3.1885 5.1522
C 1.8761 2.6854 6.2636
C 1.7758 3.2807 7.5165
N 1.0619 2.3240 4.0034
C 1.0929 0.9976 4.1971
C 0.7955 0.3718 3.0683
N 0.6795 1.3497 2.0858
C 0.7695 2.5489 2.6930
H -0.4673 5.7173 6.7645
H -0.2980 4.6417 4.5169
H 2.5202 1.8103 6.1847
H 2.3410 2.8778 8.3676
H 1.2048 0.4974 5.2004
H 0.6452 -0.7388 3.0434
H 0.6235 3.4858 2.1425
*
```

Calculated atomic charges, method Löwdin, unit e: O 0.02; C 0.04; Yb 1.03; O 0.19; C -0.09; C -0.02; O 0.22; C -0.10; O 0.22; C -0.07; O 0.20; H -0.02; N 0.20; C -0.14; C -0.21; C 0.02; C 0.02; C -0.16; C 0.00; C 0.01; N 0.03; C -0.04; C -0.18; N -0.14; C -0.02; H 0.13; H 0.11; H 0.12; H 0.15; H 0.18; H 0.12; H 0.17

C4H6NO | wB97M-V/def2-TZVPD

## Properties
highest occupied orbital energy: -15.4588 eV
energy above the lowest of the compared OMol25 structures with the same formula, charge and spin: 76.4 kcal/mol
electronic energy: -285.600416 Ha
Kohn-Sham gap: 8.67 eV

The geometry in ORCA input format:
```
! wB97M-V def2-TZVPD RIJCOSX def2/J DEFGRID3
* xyz 1 1
C 0.4461 -1.3069 0.3120
C -0.9931 -1.1817 0.1111
C -0.1150 1.5870 -0.0620
C -1.1207 1.0138 -0.7405
N 0.9126 -2.2085 1.0526
O -1.6348 -0.2274 -0.3413
H 1.0440 -0.3934 -0.2421
H -1.8133 -1.9497 0.2262
H 0.3871 2.5036 -0.2776
H 0.3551 1.1547 0.7434
H -1.6377 1.4574 -1.4615
H 1.9399 -2.2751 1.0220
*
```

Calculated atomic charges, method Löwdin, unit e: C -0.18; C 0.02; C 0.13; C -0.04; N 0.21; O 0.12; H 0.18; H 0.20; H 0.10; H 0.05; H 0.10; H 0.11